C8H10ClNO2 | the ωB97M-V functional and the def2-TZVPD basis

## Properties
Orbital gap (alpha / beta) (eV): 7.756 / 7.758
HOMO energy (alpha / beta) (eV): -8.443 / -8.445
Electronic energy (Ha): -976.12760
Structure (SMILES): CC1=[N+]([O-])C(=O)C=C(Cl)C1(C)C
Molecular weight (g mol⁻¹): 187.6

Geometry as ORCA input:
```
! RIJCOSX wB97M-V def2-TZVPD def2/J DEFGRID3
* xyz 0 1
C 0.44 -1.60 -1.44
C 0.19 -0.30 -0.81
N 0.88 0.66 -1.46
O 1.46 0.41 -2.53
C 0.96 2.10 -1.05
O 1.77 2.81 -1.60
C 0.27 2.30 0.19
C -0.48 1.38 0.88
Cl -1.15 1.77 2.40
C -0.49 -0.06 0.54
C -1.89 -0.77 0.74
C 0.48 -0.85 1.48
H -0.14 -2.43 -0.98
H 1.62 -1.65 -1.60
H 0.26 -1.55 -2.60
H 0.14 3.36 0.37
H -1.59 -1.84 0.57
H -2.55 -0.28 0.01
H -2.18 -0.62 1.78
H 1.37 -0.11 1.71
H 0.91 -1.70 1.09
H -0.27 -1.02 2.31
*
```



C2H2Cl2FNO | the ωB97M-V functional and the def2-TZVPD basis

## Properties
Orbital gap (eV): 9.264
HOMO energy (eV): -8.834
Electronic energy (Ha): -1227.52426
Molecular weight (g mol⁻¹): 145.9

Geometry as ORCA input:
```
! RIJCOSX wB97M-V def2-TZVPD def2/J DEFGRID3
* xyz 0 1
C 1.99 0.18 0.36
C -2.14 -0.32 -0.74
N 2.66 -0.63 -0.16
O 1.61 0.95 1.09
F -1.17 -1.10 -0.26
Cl -3.61 -0.58 0.22
Cl -1.46 1.61 -0.17
H -0.33 1.41 0.29
H 2.45 -1.51 -0.63
*
```



C5H6N2O | the ωB97M-V functional and the def2-TZVPD basis

## Properties
Orbital gap (eV): 10.292
HOMO energy (eV): -9.532
Electronic energy (Ha): -378.72853
Structure (SMILES): O=C[C@H]1[C@H]2CC=NN21
Molecular weight (g mol⁻¹): 110.1

Geometry as ORCA input:
```
! RIJCOSX wB97M-V def2-TZVPD def2/J DEFGRID3
* xyz 0 1
O -2.33 -0.85 0.14
C -1.93 0.12 -0.46
C -0.74 1.06 0.01
C 0.44 0.71 0.77
C 0.97 -0.65 0.82
C 0.96 -1.06 -0.61
N 0.82 -0.05 -1.39
N 0.56 1.15 -0.61
H -2.30 0.26 -1.55
H -1.09 2.06 0.17
H 0.89 1.37 1.41
H 0.32 -1.35 1.56
H 2.22 -0.71 0.85
H 1.22 -2.07 -1.10
*
```